1.
Molecular formula: C4H33N2O14
Method: DFT, ωB97M-V/def2-TZVPD

Computed properties:
**Energy above the lowest of the compared OMol25 structures with the same formula, charge and spin**: 22.5 kcal per mole
**Net charge**: +1
**Orbital gap**: 10.397 eV

Cartesian coordinates (Å):
1 N 1.10 0.48 -1.03
2 C 0.11 0.38 0.08
3 C -0.42 -1.03 0.19
4 N -1.39 -1.43 1.01
5 C -2.11 -0.57 1.91
6 C -1.81 -0.89 3.36
7 O -0.91 -1.60 3.71
8 O 0.22 -1.84 -0.50
9 H 1.79 1.22 -0.87
10 H 1.47 -0.48 -1.21
11 H 0.66 0.72 -1.93
12 H 0.56 0.84 0.96
13 H -0.62 1.19 -0.14
14 H -1.64 -2.43 1.05
15 H -3.16 -0.41 1.63
16 H -1.82 0.48 1.83
17 H -2.34 -0.31 4.13
18 H -0.92 2.12 -4.16
19 H -1.18 1.08 -3.05
20 O -0.49 1.66 -3.43
21 H 0.50 -1.90 -3.86
22 H 0.25 -1.90 -2.36
23 O 0.25 -1.33 -3.13
24 H -0.36 3.64 0.91
25 H 0.05 4.00 2.34
26 O 0.26 4.18 1.42
27 H 2.98 1.07 1.90
28 H 3.60 1.66 0.47
29 O 3.03 1.04 0.94
30 H 0.38 0.62 4.00
31 H 0.50 2.06 3.71
32 O 0.33 1.23 3.25
33 H -0.68 -4.72 1.25
34 H -0.12 -3.63 0.29
35 O -0.93 -4.08 0.57
36 H 3.08 -2.06 -1.22
37 H 2.59 -2.32 -2.71
38 O 2.68 -1.68 -2.01
39 H -2.96 -3.03 -2.30
40 H -1.69 -2.80 -1.47
41 O -2.59 -2.49 -1.60
42 H 2.55 3.60 -1.23
43 H 2.11 3.45 0.50
44 O 2.37 3.20 -0.39
45 H -2.14 2.20 -0.10
46 H -3.19 2.75 0.93
47 O -2.27 2.49 0.80
48 H -3.31 0.29 -2.65
49 H -2.28 -0.75 -2.06
50 O -2.46 0.20 -2.22
51 H 3.96 -1.73 1.34
52 H 3.14 -0.76 0.44
53 O 3.25 -1.70 0.70

Atomic partial charges in e from the natural (NBO) method, atoms 1 to 6: N -0.747; C -0.337; C 0.688; N -0.570; C -0.371; C 0.433

=====

2.
Molecular formula: C4H33NO12
Method: DFT, ωB97M-V/def2-TZVPD

Computed properties:
**Energy above the lowest of the compared OMol25 structures with the same formula, charge and spin**: 55.4 kcal per mole
**Net charge**: 0
**Structure (SMILES)**: CC[C@H](N)CO.O.O.O.O.O.O.O.O.O.O.O
**Orbital gap**: 9.514 eV

Cartesian coordinates (Å):
1 C 1.11 -2.03 1.82
2 O 0.13 -1.47 2.71
3 C 0.97 -1.35 0.39
4 C 2.39 -1.13 -0.12
5 C 2.62 -1.14 -1.62
6 N 0.24 -0.11 0.57
7 H 2.07 -1.72 2.21
8 H 0.95 -3.09 1.68
9 H 0.18 -0.51 2.59
10 H 0.38 -2.08 -0.21
11 H 2.69 -0.13 0.23
12 H 2.99 -1.85 0.41
13 H 1.98 -1.79 -2.23
14 H 3.64 -1.47 -1.83
15 H 2.60 -0.15 -2.05
16 H 0.62 0.68 0.10
17 H -0.77 -0.17 0.49
18 H -3.53 0.06 0.10
19 H -2.45 1.01 -0.43
20 O -3.00 0.83 0.34
21 H -1.76 3.33 1.75
22 H -1.06 4.44 1.30
23 O -1.28 3.57 0.94
24 H 3.70 2.29 -0.49
25 H 4.05 3.54 0.25
26 O 3.54 2.72 0.36
27 H -0.27 -3.53 -2.66
28 H 0.62 -4.33 -1.61
29 O 0.18 -4.36 -2.47
30 H -3.09 -1.67 -1.37
31 H -1.94 -0.95 -2.07
32 O -2.84 -1.27 -2.21
33 H -2.23 -3.40 2.87
34 H -1.48 -2.04 2.27
35 O -2.14 -2.75 2.16
36 H 0.11 2.60 0.07
37 H 1.65 2.67 -0.05
38 O 0.83 2.63 -0.58
39 H -2.75 1.67 3.76
40 H -3.22 2.04 2.25
41 O -3.11 2.31 3.16
42 H 3.20 3.66 -2.03
43 H 1.92 3.09 -2.58
44 O 2.85 3.21 -2.80
45 H -3.34 -2.08 1.12
46 H -4.72 -1.23 1.06
47 O -4.17 -1.89 0.63
48 H 0.40 1.60 -2.09
49 H 0.53 0.77 -3.43
50 O -0.03 0.94 -2.66

Atomic partial charges in e from the natural (NBO) method, atoms 1 to 6: C -0.073; O -0.760; C -0.063; C -0.410; C -0.616; N -0.899

=====

3.
Molecular formula: C4H34BO25
Method: DFT, ωB97M-V/def2-TZVPD

Computed properties:
**Energy above the lowest of the compared OMol25 structures with the same formula, charge and spin**: 49.3 kcal per mole
**Net charge**: -1
**Orbital gap**: 9.506 eV

Cartesian coordinates (Å):
1 O 1.23 -2.44 -2.11
2 C 0.50 -1.70 -1.51
3 O 0.96 -0.76 -0.68
4 B -0.24 -0.08 -0.11
5 O -1.43 -0.74 -0.68
6 C -1.01 -1.69 -1.48
7 O -1.64 -2.55 -2.03
8 O -0.15 1.33 -0.42
9 C 0.15 2.04 0.64
10 O 0.39 3.21 0.65
11 C 0.34 1.03 1.77
12 O -0.15 -0.17 1.38
13 O 0.61 1.28 2.91
14 O 0.45 3.89 3.94
15 H -0.37 3.94 3.43
16 H 0.43 3.01 4.34
17 O 3.71 -3.40 -1.20
18 H 3.02 -3.25 -1.86
19 H 3.40 -2.88 -0.42
20 O -3.41 2.34 -1.12
21 H -3.10 1.43 -1.09
22 H -3.47 2.55 -2.06
23 O 0.83 -2.97 1.79
24 H -0.02 -2.51 1.78
25 H 0.67 -3.74 2.35
26 O 3.04 -1.68 0.77
27 H 2.97 -1.03 0.05
28 H 2.13 -1.80 1.09
29 O -1.75 -0.12 4.06
30 H -1.18 -0.09 4.84
31 H -1.14 -0.27 3.33
32 O -4.75 -0.98 -1.13
33 H -4.17 -1.06 -0.35
34 H -5.32 -1.75 -1.10
35 O 3.49 0.36 -1.60
36 H 3.09 1.23 -1.52
37 H 3.02 -0.06 -2.33
38 O -3.53 -1.35 1.35
39 H -4.17 -2.08 1.43
40 H -2.67 -1.78 1.38
41 O -1.09 6.51 1.14
42 H -1.13 6.65 2.09
43 H -0.55 5.72 1.03
44 O 1.76 -0.45 4.85
45 H 2.62 -0.24 5.21
46 H 1.59 0.23 4.18
47 O 3.07 -1.04 -4.11
48 H 4.01 -1.10 -3.88
49 H 2.79 -1.96 -4.20
50 O 2.39 5.15 2.11
51 H 2.63 4.84 1.23
52 H 1.57 4.67 2.32
53 O 1.67 -5.61 -0.85
54 H 0.98 -5.01 -0.55
55 H 2.13 -5.13 -1.53
56 O -0.99 4.42 -1.21
57 H -1.45 3.79 -0.65
58 H -0.06 4.18 -1.12
59 O -0.88 -0.50 -4.25
60 H -0.97 -1.36 -3.82
61 H -1.70 -0.04 -4.06
62 O -3.16 -3.01 -4.45
63 H -3.56 -2.21 -4.08
64 H -2.44 -3.22 -3.84

Atomic partial charges in e from the natural (NBO) method, atoms 1 to 6: O -0.580; C 0.692; O -0.665; B 1.179; O -0.648; C 0.687

=====

Question: Which of these has the highest orbital gap?
Answer: C4H33N2O14

=====

Please write out number 2 again, unchanged.
Molecular formula: C4H33NO12
Method: DFT, ωB97M-V/def2-TZVPD

Computed properties:
**Energy above the lowest of the compared OMol25 structures with the same formula, charge and spin**: 55.4 kcal per mole
**Net charge**: 0
**Structure (SMILES)**: CC[C@H](N)CO.O.O.O.O.O.O.O.O.O.O.O
**Orbital gap**: 9.514 eV

Cartesian coordinates (Å):
1 C 1.11 -2.03 1.82
2 O 0.13 -1.47 2.71
3 C 0.97 -1.35 0.39
4 C 2.39 -1.13 -0.12
5 C 2.62 -1.14 -1.62
6 N 0.24 -0.11 0.57
7 H 2.07 -1.72 2.21
8 H 0.95 -3.09 1.68
9 H 0.18 -0.51 2.59
10 H 0.38 -2.08 -0.21
11 H 2.69 -0.13 0.23
12 H 2.99 -1.85 0.41
13 H 1.98 -1.79 -2.23
14 H 3.64 -1.47 -1.83
15 H 2.60 -0.15 -2.05
16 H 0.62 0.68 0.10
17 H -0.77 -0.17 0.49
18 H -3.53 0.06 0.10
19 H -2.45 1.01 -0.43
20 O -3.00 0.83 0.34
21 H -1.76 3.33 1.75
22 H -1.06 4.44 1.30
23 O -1.28 3.57 0.94
24 H 3.70 2.29 -0.49
25 H 4.05 3.54 0.25
26 O 3.54 2.72 0.36
27 H -0.27 -3.53 -2.66
28 H 0.62 -4.33 -1.61
29 O 0.18 -4.36 -2.47
30 H -3.09 -1.67 -1.37
31 H -1.94 -0.95 -2.07
32 O -2.84 -1.27 -2.21
33 H -2.23 -3.40 2.87
34 H -1.48 -2.04 2.27
35 O -2.14 -2.75 2.16
36 H 0.11 2.60 0.07
37 H 1.65 2.67 -0.05
38 O 0.83 2.63 -0.58
39 H -2.75 1.67 3.76
40 H -3.22 2.04 2.25
41 O -3.11 2.31 3.16
42 H 3.20 3.66 -2.03
43 H 1.92 3.09 -2.58
44 O 2.85 3.21 -2.80
45 H -3.34 -2.08 1.12
46 H -4.72 -1.23 1.06
47 O -4.17 -1.89 0.63
48 H 0.40 1.60 -2.09
49 H 0.53 0.77 -3.43
50 O -0.03 0.94 -2.66

Atomic partial charges in e from the natural (NBO) method, atoms 1 to 6: C -0.073; O -0.760; C -0.063; C -0.410; C -0.616; N -0.899

=====

Question: Which value of energy above the lowest of the compared OMol25 structures with the same formula, charge and spin does entry 2 give?
Answer: 55.4 kcal per mole

=====

Question: Among the records above, which one has the highest net charge?
Answer: C4H33N2O14